[1]
C2H2N4 | the ωB97M-V functional and the def2-TZVPD basis

XYZ file:
```
8
Properties=species:S:1:pos:R:3:forces:R:3:lowdin_charge:R:1
N -0.351879 1.442638 0.613961 -0.30 -4.25 -2.24 0.105
H 0.550187 -1.768721 -1.401429 -0.59 2.68 1.33 0.167
N 0.183532 -0.877049 0.432919 -0.37 -1.67 6.49 0.095
N -0.483051 1.243982 -0.811182 -1.24 6.42 2.43 -0.010
C 0.246640 -0.774802 -0.771734 2.19 -5.81 -5.42 -0.301
N -0.090766 0.278478 -1.426209 -0.27 -0.21 -3.79 0.017
H 0.063024 0.235106 2.246784 -0.64 -0.46 -1.59 0.129
C -0.117687 0.220369 1.116890 1.23 3.30 2.80 -0.202
```
Forces are in eV/Å.

frontier orbital gap: 9.06 eV
energy relative to the best compared isomer or geometry (same formula, charge and spin): 71.6 kcal per mole
SMILES: c1ncnnn1
max |F|: 8.2 eV/A

---

[2]
C4H10N2O | the ωB97M-V functional and the def2-TZVPD basis

XYZ file:
```
17
Properties=species:S:1:pos:R:3:forces:R:3:lowdin_charge:R:1
H -2.509578 0.253245 -0.608646 1.13 -2.27 -1.26 0.157
O 0.103865 -1.450296 -0.998673 -1.99 1.40 1.03 0.020
H -0.252558 2.754359 0.196996 0.15 -0.75 -1.87 0.075
N -1.955935 -0.590308 -1.055428 -2.34 4.75 1.61 0.144
C -0.109319 0.537801 0.250493 -0.63 4.72 1.55 -0.300
H 1.497125 0.255698 2.774615 0.59 -0.22 0.18 0.057
H -2.333766 -1.445015 -0.781941 -1.14 -1.82 -0.11 0.081
H 2.243136 1.060001 0.524139 0.09 2.48 0.15 0.076
H -0.831643 0.508614 1.164947 1.59 0.08 -0.90 0.154
C -0.692475 -0.550723 -0.616450 5.40 -2.63 -1.49 -0.536
N -0.400456 1.937910 -0.423461 -0.65 -4.72 -1.32 -0.015
C 1.574870 -0.440466 1.940588 0.84 -0.49 -2.12 -0.103
H 2.533808 -1.055288 1.813841 -1.18 1.04 0.99 0.093
H 0.752957 -1.160729 2.052391 0.21 0.14 -0.21 0.058
C 1.444407 0.390586 0.590233 -2.92 -4.38 -0.04 -0.185
H -0.406498 1.611603 -1.490201 0.37 3.08 3.08 0.135
H 1.665943 -0.236522 -0.293723 0.47 -0.41 0.73 0.089
```
Forces are in eV/Å.

frontier orbital gap: 9.62 eV
energy relative to the best compared isomer or geometry (same formula, charge and spin): 77.8 kcal per mole
SMILES: CC[C@@H](N)C(N)=O
max |F|: 6.2 eV/A

---

[3]
C4H5AgO4 | the ωB97M-V functional and the def2-TZVPD basis

XYZ file:
```
14
Properties=species:S:1:pos:R:3:forces:R:3:lowdin_charge:R:1
H 0.136963 2.392007 1.529609 0.40 -0.39 -0.31 0.075
O -1.272438 1.098481 0.881064 0.27 0.20 -0.30 0.008
C -0.100851 1.972337 0.543802 -0.73 0.54 0.08 -0.066
O 2.796744 -0.517587 0.060822 0.30 -2.37 -0.78 0.045
H -2.625716 -0.291615 0.623005 0.24 0.07 0.00 0.175
Ag 1.430240 0.971045 -0.582827 -0.34 2.73 0.59 0.996
O 2.692990 -2.816406 0.262880 -1.16 1.05 -1.40 0.277
C 2.590843 -1.692378 -0.006987 2.31 0.10 2.53 -0.332
H -1.689965 -0.771018 -1.552506 0.10 0.05 0.09 0.168
H -1.106161 -1.816692 -0.277110 -0.02 0.21 -0.07 0.164
C -0.963829 -0.796392 -0.704908 0.11 -0.03 0.10 -0.284
C -1.631953 0.057209 0.308400 -0.39 -0.39 -0.05 -0.008
H -0.583762 2.785991 -0.018274 0.25 -0.38 -0.06 0.075
O 0.326895 -0.574982 -1.066964 -1.35 -1.41 -0.42 -0.294
```
Forces are in eV/Å.

total charge: +1
frontier orbital gap (spin up / spin down): 8.74 / 8.01 eV
2S+1: 2
max |F|: 3.4 eV/A

---

[4]
C9H14 | the ωB97M-V functional and the def2-TZVPD basis

XYZ file:
```
23
Properties=species:S:1:pos:R:3:forces:R:3:lowdin_charge:R:1
H -0.051681 -0.379160 4.694280 0.25 0.00 -0.01 0.083
H -1.500095 -0.783128 1.763820 0.22 0.25 -0.18 0.110
C 0.411098 -0.989276 2.674981 0.04 -0.06 -0.04 -0.292
C -0.161204 -1.243193 4.035324 -0.14 0.06 0.17 -0.059
C 2.309933 -0.763540 1.220922 0.46 -0.09 0.09 -0.092
C 1.475308 -0.484475 0.148516 0.04 -0.03 -0.02 -0.103
H -0.558563 -0.084192 -0.440449 0.13 -0.49 -0.07 0.097
H 1.904138 -0.301022 -0.825674 -0.01 0.12 -0.07 0.097
H 2.404421 -1.247320 3.333447 0.34 0.08 -0.02 0.109
C -0.706165 1.430395 -4.266038 0.34 0.11 -1.01 -0.182
H -0.968473 0.903558 -5.192395 -0.22 0.04 0.22 0.063
C -0.423053 -0.728980 1.596822 -0.10 -0.15 0.00 -0.056
H 0.064271 0.821249 -3.797411 -0.16 -0.09 0.37 0.054
C 1.791016 -1.006542 2.478940 -0.55 -0.03 -0.08 -0.055
H 3.385342 -0.778564 1.078139 -0.07 -0.03 -0.04 0.102
H -2.370227 0.854123 -3.023169 -0.38 0.04 -0.39 0.060
H 0.320008 -2.102543 4.506998 -0.12 0.06 0.05 0.081
H -1.514257 2.198427 -2.461646 -0.06 0.48 0.04 0.056
C 0.105598 -0.459978 0.336792 -0.38 0.58 0.20 -0.088
H -2.597767 2.449333 -3.849045 -0.12 -0.09 -0.03 0.062
H -1.233325 -1.405720 3.972492 -0.11 -0.26 0.00 0.070
H -0.193474 2.333611 -4.599647 -0.02 0.13 0.06 0.060
C -1.892851 1.766935 -3.385999 0.61 -0.64 0.77 -0.174
```
Forces are in eV/Å.

frontier orbital gap: 10.03 eV
energy relative to the best compared isomer or geometry (same formula, charge and spin): 5.0 kcal per mole
SMILES: Cc1ccccc1.CC
max |F|: 1.2 eV/A

---

[5]
C3H11NO3 | the ωB97M-V functional and the def2-TZVPD basis

XYZ file:
```
18
Properties=species:S:1:pos:R:3:forces:R:3:lowdin_charge:R:1
N 0.515271 -0.035691 0.169581 -1.02 0.49 -0.01 -0.070
H 0.076240 1.853325 2.233265 -0.28 0.05 -0.06 0.116
O -1.571325 0.566832 1.985308 0.40 0.45 -0.39 -0.073
C 1.554296 -0.177339 -0.784955 0.16 0.45 0.48 -0.299
H -0.177329 0.592197 3.436081 0.22 -0.13 0.09 0.113
H 1.785038 0.176990 1.804059 0.02 0.08 0.00 0.123
O -2.503505 0.404975 -3.688187 -0.09 -0.03 -0.19 -0.052
H 1.335735 0.201667 -1.785334 -0.58 0.20 0.20 0.116
H 1.324923 -2.091759 -0.636681 0.30 0.17 -0.14 0.083
H -1.687463 1.106473 1.193664 -0.37 -0.10 0.14 0.076
H -0.472326 -0.089707 -0.031848 0.36 -0.38 -0.61 0.107
H -2.162296 1.020902 -3.038883 0.08 0.10 0.13 0.022
C 0.750415 -0.091133 1.585177 -0.26 -0.54 0.89 -0.217
O 2.028084 -1.512370 -0.968101 -0.10 -0.14 0.39 -0.065
H -2.427778 -0.463832 -3.287307 0.02 -0.07 0.05 0.029
H 0.576394 -1.092449 2.015804 0.27 -0.07 -0.31 0.116
C -0.215397 0.806333 2.372331 0.32 0.09 -0.25 -0.245
H 2.330441 0.478489 -0.363603 0.54 -0.62 -0.41 0.118
```
Forces are in eV/Å.

frontier orbital gap: 9.42 eV
energy relative to the best compared isomer or geometry (same formula, charge and spin): 47.8 kcal per mole
SMILES: OCCNCO.O
max |F|: 1.1 eV/A

---

[6]
C5H5N2O4 | the ωB97M-V functional and the def2-TZVPD basis

XYZ file:
```
16
Properties=species:S:1:pos:R:3:forces:R:3:lowdin_charge:R:1
O -4.830579 -0.491068 -0.049023 -0.03 1.01 0.46 0.085
O -2.717106 -2.352181 -0.255807 -0.88 2.23 0.68 -0.088
C -1.033489 0.756541 0.211684 -0.29 0.83 -0.34 -0.213
N -0.352816 -1.578628 0.197853 -0.94 -1.30 2.42 0.096
H 0.001307 -1.506279 -0.681469 2.06 -0.13 -3.18 0.048
O -1.880637 2.913330 -0.198805 -0.78 -0.75 0.33 -0.017
H 1.127338 0.497859 0.089127 0.82 -1.60 0.59 0.034
O -3.354897 1.218274 0.166774 -1.16 -0.62 -0.22 0.142
H 0.610707 1.800632 -0.767226 -0.67 -0.08 0.12 0.083
C -2.635040 -1.085354 -0.006469 4.32 -2.47 -0.23 -0.317
C -2.076005 1.704907 0.025966 2.64 -0.18 0.28 -0.479
N -1.321706 -0.591420 0.164766 -4.29 -0.55 0.29 -0.071
H 0.600184 1.944135 0.912625 0.11 0.05 0.61 0.069
C -3.682792 -0.109196 0.077953 -1.19 -0.16 -0.77 -0.407
C 0.368284 1.214439 0.150419 -0.01 2.00 -1.24 -0.076
H -0.889961 -2.505097 0.159004 0.28 1.73 0.21 0.110
```
Forces are in eV/Å.

total charge: -1
frontier orbital gap (spin up / spin down): 6.36 / 6.33 eV
energy relative to the best compared isomer or geometry (same formula, charge and spin): 31.8 kcal per mole
SMILES: Cc1c([O-])oc(=O)c(=O)n1N
max |F|: 5.0 eV/A